Record 1
C3H8NP | ωB97M-V/def2-TZVPD

The geometry in XYZ format:
```
13
Properties=species:S:1:pos:R:3:forces:R:3
C -1.70030 -0.67907 -1.55009 0.56 -1.48 0.70
C 0.18879 1.32537 -0.34610 -2.16 2.18 1.00
C 1.41216 -0.72365 1.68781 -4.13 -0.92 -2.27
N 0.47383 -0.03224 -0.19643 3.40 -0.36 3.64
P -0.30648 -1.28784 -0.75172 -3.14 -1.25 -1.90
H -2.29072 -1.48300 -2.03961 0.45 0.70 0.22
H -2.17143 0.30881 -1.51507 0.39 -0.37 -0.09
H -0.50321 1.81458 0.47146 0.73 -1.21 -1.15
H 1.08652 1.93449 -0.21891 0.03 0.04 -0.88
H -0.44135 1.42974 -1.31547 1.61 0.22 1.32
H 1.06769 0.12440 2.22055 0.12 0.63 0.48
H 0.79553 -1.65216 1.84313 0.12 1.33 -0.29
H 2.38898 -1.07943 1.71045 2.03 0.48 -0.76
```
Forces are in eV/Å.

Calculated values
2S+1: 1
Kohn-Sham gap (alpha / beta): 6.99 / 6.99 eV
E_LUMO (alpha / beta): -0.7 / -0.7 eV
calculated total energy: -14014.8534 eV
energy above the lowest of the compared OMol25 structures with the same formula, charge and spin: 3.918 eV

These are the Löwdin partial charges, in e, on atoms 1 to 5: -0.3813 -0.2564 0.1469 -0.4588 0.7320

Record 2
C3H8NS | ωB97M-V/def2-TZVPD

The geometry in XYZ format:
```
13
Properties=species:S:1:pos:R:3:forces:R:3
C 0.64510 -0.91397 2.79698 -1.69 -1.75 0.48
S 1.21048 -1.86888 4.28771 0.03 0.25 -0.69
H -0.32227 -0.45266 3.06201 -0.30 -0.68 -0.44
H 1.16035 -0.04707 2.60274 2.14 1.94 -0.39
H 0.60417 -1.47668 1.82005 -0.22 0.27 1.00
C 0.58680 0.62415 -2.46035 -0.87 -1.02 -1.16
C -0.15785 0.83183 -1.39151 -2.48 -0.62 -0.82
N -1.56872 0.79925 -1.49454 0.30 -1.93 -4.51
H 0.14776 0.17811 -3.38840 -0.03 0.89 0.80
H 1.62246 0.63021 -2.51211 1.76 0.14 0.47
H 0.03709 0.92516 -0.36616 1.54 0.74 1.09
H -1.89175 0.08250 -2.27923 0.69 2.24 2.36
H -2.07361 0.68805 -0.67718 -0.88 -0.46 1.82
```
Forces are in eV/Å.

Calculated values
2S+1: 1
Kohn-Sham gap: 5.27 eV
E_LUMO: 3.2 eV
calculated total energy: -15565.0352 eV
energy above the lowest of the compared OMol25 structures with the same formula, charge and spin: 2.007 eV
net charge: -1

These are the Löwdin partial charges, in e, on atoms 1 to 5: -0.7763 -0.1131 -0.0314 -0.0747 -0.0023

Record 3
C3H8NS | ωB97M-V/def2-TZVPD

The geometry in XYZ format:
```
13
Properties=species:S:1:pos:R:3:forces:R:3
C -0.00721 -1.10980 -0.48144 -1.56 4.58 0.97
C 1.10510 -1.15826 0.51885 3.38 -2.68 0.74
C -0.75201 0.39689 0.37551 2.04 -4.89 0.78
N -0.55621 1.64381 -0.37240 1.64 1.52 1.38
S 0.51755 0.07406 1.70643 -0.57 0.27 -0.81
H 0.08285 -0.90901 -1.53483 0.97 0.38 -0.36
H -0.75126 -1.83025 -0.47008 -1.26 -1.59 0.79
H 1.23239 -2.26274 0.97913 -0.42 2.61 -0.84
H 2.18954 -0.89662 0.17130 -2.15 -0.40 0.24
H -1.74995 0.15207 0.86065 0.86 1.30 -1.46
H -1.10821 1.55012 -1.18420 -2.08 1.11 -0.96
H 0.34055 1.85822 -0.84257 0.55 -1.36 0.65
H -0.54312 2.49150 0.27366 -1.39 -0.83 -1.13
```
Forces are in eV/Å.

Calculated values
2S+1: 1
Kohn-Sham gap: 9.42 eV
E_LUMO: -3.9 eV
calculated total energy: -15556.6411 eV
SMILES: [NH3+][C@H]1CCS1
energy above the lowest of the compared OMol25 structures with the same formula, charge and spin: 2.019 eV
net charge: +1

These are the Löwdin partial charges, in e, on atoms 1 to 5: -0.1120 -0.5216 -0.4479 0.1394 0.8715

Record 4
C3H8NS | ωB97M-V/def2-TZVPD

The geometry in XYZ format:
```
13
Properties=species:S:1:pos:R:3:forces:R:3
C -1.03864 -1.34003 1.59436 -0.04 -1.26 1.88
C -1.06912 -1.18898 0.27702 -2.41 -0.94 0.76
C -0.44358 -0.15478 -0.36748 2.60 0.89 0.37
N 1.83214 1.76595 -0.48723 -1.22 2.97 -0.34
S -0.59800 0.08666 -1.94887 -0.92 -0.36 -1.26
H -1.70043 -2.08684 2.11732 0.78 0.92 -0.70
H -0.31952 -0.82823 2.22350 -0.11 0.20 -0.01
H -1.86947 -1.72123 -0.23651 0.33 -0.17 -0.20
H 0.37247 0.46812 0.03552 -0.62 0.03 0.31
H 1.75657 2.65933 0.06745 -0.16 -1.13 -0.86
H 2.13803 2.09718 -1.44286 0.34 -1.18 1.76
H 2.40860 1.21014 0.10498 1.34 -0.52 -0.57
H -1.46906 -0.96729 -1.93719 0.10 0.55 -1.13
```
Forces are in eV/Å.

Calculated values
2S+1: 1
Kohn-Sham gap: 8.19 eV
E_LUMO: -6.2 eV
calculated total energy: -15557.0771 eV
energy above the lowest of the compared OMol25 structures with the same formula, charge and spin: 1.583 eV
net charge: +1

These are the Löwdin partial charges, in e, on atoms 1 to 5: 0.1593 -0.2425 -0.5028 -0.0147 1.0974

Record 5
C3H8O | ωB97M-V/def2-TZVPD

The geometry in XYZ format:
```
12
Properties=species:S:1:pos:R:3:forces:R:3
C -1.69635 0.08009 -0.60861 -0.11 0.04 -0.08
C 0.28445 -1.17954 0.73585 0.21 0.15 0.49
O 0.80268 -0.01963 1.03867 -0.12 -0.38 -0.07
C 1.80973 0.43487 0.12528 0.23 0.13 -0.13
H -1.79417 0.52815 -1.59748 -0.13 0.02 0.07
H -2.62269 -0.42262 -0.32233 0.08 0.09 -0.11
H -1.45757 0.85029 0.13258 -0.03 -0.18 -0.21
H -0.88395 -0.66431 -0.66647 -0.38 0.22 -0.14
H -0.56555 -1.26979 1.45502 0.24 -0.05 0.02
H 2.30830 -0.42617 -0.32460 -0.05 0.12 0.10
H 1.31332 1.02423 -0.65309 0.10 -0.07 0.15
H 2.50181 1.06441 0.68518 -0.05 -0.08 -0.07
```
Forces are in eV/Å.

Calculated values
2S+1: 1
Kohn-Sham gap: 9.56 eV
E_LUMO: 1.0 eV
calculated total energy: -5284.5969 eV
energy above the lowest of the compared OMol25 structures with the same formula, charge and spin: 3.554 eV

These are the Löwdin partial charges, in e, on atoms 1 to 5: -0.0558 -0.0066 -0.2286 -0.0788 0.0287

Record 6
C3H8O2 | ωB97M-V/def2-TZVPD

The geometry in XYZ format:
```
13
Properties=species:S:1:pos:R:3:forces:R:3
O -0.38993 -0.77695 1.38950 -0.02 -0.12 0.30
C 0.81631 -0.31881 0.77281 0.29 0.10 -0.19
C 0.59070 -0.36045 -0.73856 -0.29 -0.01 -0.03
C -0.35849 0.71207 -1.27614 -0.54 -0.02 1.07
O -1.73729 0.83908 -0.24107 0.44 0.17 0.85
H -0.38393 -0.53582 2.32224 0.00 -0.06 -0.07
H 1.64474 -0.97814 1.07207 -0.11 0.13 -0.14
H 1.05782 0.70497 1.09486 -0.11 -0.15 -0.04
H 0.25816 -1.37161 -0.99776 -0.03 0.09 0.01
H 1.56523 -0.22088 -1.23560 -0.32 0.08 0.06
H 0.10434 1.69764 -1.10679 -0.50 -0.26 -0.44
H -1.58575 0.52142 -1.41478 1.33 -0.04 -1.50
H -1.58192 0.08750 0.35921 -0.14 0.07 0.13
```
Forces are in eV/Å.

Calculated values
2S+1: 1
Kohn-Sham gap: 9.26 eV
E_LUMO: 0.7 eV
calculated total energy: -7331.8120 eV
energy above the lowest of the compared OMol25 structures with the same formula, charge and spin: 4.239 eV

These are the Löwdin partial charges, in e, on atoms 1 to 5: -0.0936 -0.2507 -0.2252 -0.0687 -0.1399